DFT (ωB97M-V/def2-TZVPD) results for a single C2H6N2O molecule.

Each line ends with the Löwdin charge.
Atoms and positions in Å:
H: -2.352491 1.308490 -0.311118  0.068
N: -1.384904 0.876405 -0.255702  0.075
C: -1.379683 -0.388155 -0.043121  -0.270
N: -0.098757 -1.007471 0.087968  -0.103
O: 0.849823 -0.447722 -0.717241  -0.200
C: 1.580067 0.536501 0.104299  -0.060
H: -2.259839 -1.023530 0.248374  0.124
H: -0.140383 -2.037488 -0.074846  0.142
H: 2.629054 0.164945 0.141539  0.090
H: 1.121823 0.484044 1.079693  0.070
H: 1.435290 1.533985 -0.259841  0.065

Cartesian forces, eV/Å:
1.5 -1.0 0.3
-1.7 -0.4 -0.4
0.5 1.1 0.8
-2.5 -1.9 -0.1
1.2 1.3 0.3
0.3 -1.7 -0.2
0.9 0.4 -0.4
0.2 1.2 0.1
-0.6 0.7 0.0
0.2 0.1 0.4
0.2 0.4 -0.6

Electronic energy in a.u.: -264.4590
Multiplicity: 1
Highest occupied orbital energy in eV: -9.2
Lowest unoccupied orbital energy in eV: 1.0082
M in u: 74.1
Orbital gap in eV: 10.23
SMILES: [H]/N=C/NOC



DFT (ωB97M-V/def2-TZVPD) results for 2 unconnected molecules or ions with the total composition C2H6N2O.

Each line ends with the Löwdin charge.
Atoms and positions in Å:
C: -0.068120 0.733698 0.274310  -0.223
N: 0.679812 -1.918678 -1.121704  -0.025
N: -0.603409 1.838713 0.862124  0.045
C: 0.070254 -0.526371 0.743143  -0.258
O: 0.995931 -1.399922 0.315823  -0.176
H: 0.336599 0.953140 -0.711017  0.103
H: -1.307734 1.690686 1.577360  0.097
H: -0.223478 -1.031303 -1.971373  0.236
H: 1.341961 -2.141167 -1.870831  0.003
H: -0.781932 2.625790 0.246089  0.090
H: -0.439883 -0.824585 1.656076  0.108

Cartesian forces, eV/Å:
1.0 -1.2 -0.9
-5.3 1.6 -1.8
-1.0 0.6 0.4
-0.9 1.8 0.9
0.9 -0.8 -3.7
0.4 -0.1 0.2
0.2 0.2 -0.2
3.2 -2.5 3.4
1.5 0.9 1.3
-0.2 -0.4 0.3
0.1 -0.2 0.0

Electronic energy in a.u.: -264.3326
Multiplicity: 1
Highest occupied orbital energy in eV: -7.6
Lowest unoccupied orbital energy in eV: 0.3314
M in u: 74.1
Orbital gap in eV: 7.98



DFT (ωB97M-V/def2-TZVPD) results for a molecular structure, C2H6N2O.

Each line ends with the Löwdin charge.
Atoms and positions in Å:
C: 1.165573 -0.464006 -0.335821  -0.123
C: -0.994593 0.488610 -0.196348  -0.341
H: 0.699711 -0.493320 -1.595267  0.142
H: 2.268082 0.064963 -0.278598  0.098
H: 1.021068 -1.646318 0.379959  0.178
H: 0.607396 0.059454 2.282144  0.075
H: -1.761234 0.549439 0.609609  0.136
H: -2.196649 0.707784 -1.483964  0.070
N: 0.243566 0.401826 0.413917  -0.224
N: -1.144334 0.715364 -1.430806  0.082
O: 0.091413 -0.383796 1.635175  -0.093

Cartesian forces, eV/Å:
0.9 -1.2 -1.7
-0.6 1.2 1.6
1.8 -0.1 4.0
-2.7 -1.9 -0.3
1.0 3.6 -3.0
0.7 0.9 0.9
0.1 -0.4 -0.8
1.2 0.4 -0.8
1.2 -2.3 0.4
-2.1 -0.7 0.3
-1.6 0.5 -0.7

Electronic energy in a.u.: -264.3926
Multiplicity: 1
Highest occupied orbital energy in eV: -9.8
Lowest unoccupied orbital energy in eV: 0.8387
M in u: 74.1
Orbital gap in eV: 10.61



DFT (ωB97M-V/def2-TZVPD) results for 2 unconnected molecules or ions with the total composition C2H6N2O.

Each line ends with the Löwdin charge.
Atoms and positions in Å:
H: 0.220699 -2.205837 -0.834919  0.071
N: 0.185823 -1.509774 -1.647709  0.040
C: 0.640890 -0.412158 -1.214058  -0.403
N: -0.006985 0.810010 -1.580087  0.017
H: 1.217637 -0.365527 -0.346262  0.072
H: 0.633712 1.691630 -1.847416  0.135
H: -0.837872 0.670780 -2.176487  0.080
C: -0.465008 0.323542 2.322760  -0.158
O: -1.520721 -0.206757 2.207018  0.015
H: 0.302704 -0.164372 2.892289  0.070
H: -0.370879 1.368463 2.224870  0.062

Cartesian forces, eV/Å:
0.8 0.6 -1.9
-0.9 -1.2 1.5
-3.0 1.2 -0.9
2.7 1.6 -1.0
1.4 0.5 1.4
-2.1 -2.8 0.8
1.0 0.1 0.2
-0.5 -0.2 1.9
-1.2 -0.8 -0.9
1.3 -0.7 -0.1
0.4 1.7 -1.0

Electronic energy in a.u.: -264.4742
Multiplicity: 1
Highest occupied orbital energy in eV: -9.5
Lowest unoccupied orbital energy in eV: 0.7093
M in u: 74.1
Orbital gap in eV: 10.25
SMILES: [H]/N=C/N.C=O



DFT (ωB97M-V/def2-TZVPD) results for a molecular structure, C2H6N2O2.

Each line ends with the Löwdin charge.
Atoms and positions in Å:
C: -0.169324 -0.218499 0.498705  -0.495
C: 1.284051 0.938852 -0.185821  0.006
N: -0.498954 0.816562 -0.419456  0.061
O: 0.242375 -1.464125 0.067264  -0.029
N: -2.057308 -0.399078 0.597853  -0.022
O: -2.506329 -1.176846 -0.183976  -0.068
H: -0.529043 -2.064754 0.074068  0.090
H: -0.602473 0.384590 -1.340078  0.094
H: -0.006470 0.036774 1.538079  0.139
H: 1.987382 0.161683 0.123034  0.084
H: 1.493088 1.175928 -1.225986  0.069
H: 1.363005 1.808913 0.456314  0.073

Cartesian forces, eV/Å:
-6.1 -2.6 0.3
-1.0 2.3 -2.3
5.4 -0.1 1.3
0.4 0.5 0.1
0.3 -0.3 0.2
1.0 0.1 0.6
0.0 0.3 -0.2
0.1 -0.2 0.1
0.4 0.2 -0.2
-0.9 -0.5 0.1
0.5 0.3 0.1
0.0 0.0 -0.1

Electronic energy in a.u.: -339.5689
Multiplicity: 1
Highest occupied orbital energy in eV: -7.3
Lowest unoccupied orbital energy in eV: 0.4077
M in u: 90.1
Orbital gap in eV: 7.73



DFT (ωB97M-V/def2-TZVPD) results for 2 unconnected molecules or ions with the total composition C2H6N2O2.

Each line ends with the Löwdin charge.
Atoms and positions in Å:
H: 0.359069 -1.754113 0.533997  0.059
N: -0.344804 -1.178586 0.103798  0.062
C: -0.224945 -1.216040 -1.160025  -0.350
N: -1.018531 -0.508512 -2.005181  0.092
H: 0.514863 -1.833407 -1.657542  0.122
H: -0.667659 -0.421471 -2.939832  0.086
H: -1.460634 0.335796 -1.668484  0.102
O: 1.606660 0.694655 2.324705  0.042
C: 0.808272 1.538764 2.014625  -0.424
O: -0.176278 1.380128 1.145796  0.039
H: 0.773208 2.525007 2.485639  0.130
H: -0.169221 0.437778 0.822503  0.040

Cartesian forces, eV/Å:
0.2 -0.3 0.3
0.1 0.4 0.1
-0.1 0.0 0.1
0.1 0.3 -0.3
0.0 -0.2 -0.2
0.0 0.0 -0.2
-0.1 -0.2 0.2
0.1 0.0 -0.1
-0.1 -0.3 0.4
0.0 0.1 -0.1
0.0 0.2 -0.1
-0.3 -0.1 0.0

Electronic energy in a.u.: -339.8124
Multiplicity: 1
Highest occupied orbital energy in eV: -10.0
Lowest unoccupied orbital energy in eV: 0.7355
M in u: 90.1
Orbital gap in eV: 10.76
SMILES: [H]/N=C/N.O=CO